Density functional theory data (ωB97M-V/def2-TZVPD) for a 3-piece molecular cluster, CH8NO3 overall.

```
! RIJCOSX wB97M-V def2-TZVPD def2/J DEFGRID3
* xyz -1 1
N -0.054 2.018 -0.640
C 0.209 1.086 0.484
O 0.899 -0.027 0.059
H 0.823 2.217 -1.110
H -0.608 1.623 -1.390
H 0.710 1.545 1.339
H -0.830 0.851 0.802
H 0.381 -1.174 1.280
H 0.358 -2.643 0.977
O 0.237 -2.053 1.736
H 0.037 -0.977 -0.885
H -1.460 -0.938 -1.325
O -0.701 -1.530 -1.328
*
```

Its largest force on an atom is 0.048 hartree/bohr. As for the gap between HOMO and LUMO: 0.306 Eh.

Density functional theory data (ωB97M-V/def2-TZVPD) for a 13-piece molecular cluster, C50H91N13O2 overall.

```
! RIJCOSX wB97M-V def2-TZVPD def2/J DEFGRID3
* xyz 0 1
C 9.995 13.097 14.335
C 10.742 12.038 15.148
C 10.136 10.643 15.208
C 9.904 10.144 13.867
N 10.027 9.855 12.773
H 9.247 13.583 14.955
H 9.369 12.784 13.465
H 10.692 13.856 14.047
H 10.847 12.374 16.175
H 11.732 11.918 14.717
H 9.201 10.572 15.787
H 10.898 10.046 15.754
C 14.642 15.842 20.997
C 14.786 15.820 19.521
C 16.215 15.264 19.221
C 16.400 13.828 19.365
N 16.608 12.704 19.448
H 15.428 16.342 21.550
H 14.571 14.829 21.502
H 13.762 16.384 21.390
H 14.654 16.797 19.040
H 14.077 15.178 19.085
H 16.917 15.823 19.847
H 16.474 15.539 18.198
C 15.314 8.999 19.079
C 15.953 7.694 18.463
C 17.435 7.734 18.697
C 18.263 8.816 18.063
N 18.780 9.660 17.479
H 15.438 9.898 18.475
H 15.718 9.277 20.043
H 14.231 8.858 19.138
H 15.578 7.622 17.428
H 15.661 6.820 19.023
H 18.011 6.846 18.594
H 17.370 7.942 19.765
C 13.876 19.015 12.275
C 12.480 18.962 11.544
C 11.488 18.232 12.411
C 11.996 16.869 12.573
N 12.206 15.752 12.740
H 14.650 19.342 11.578
H 14.262 18.026 12.523
H 13.874 19.657 13.109
H 12.612 18.388 10.624
H 12.110 19.957 11.299
H 10.505 18.170 11.927
H 11.321 18.634 13.401
C 13.033 6.700 14.095
C 12.937 8.225 14.032
C 13.846 9.060 14.907
C 13.436 9.023 16.320
N 12.802 8.772 17.269
H 13.440 6.396 15.084
H 13.621 6.287 13.296
H 12.027 6.205 14.061
H 11.920 8.531 14.215
H 13.046 8.598 13.030
H 13.885 10.099 14.624
H 14.928 8.796 14.787
C 13.009 13.640 8.279
C 13.021 12.594 9.432
C 12.501 13.137 10.733
C 12.680 12.241 11.881
N 12.962 11.426 12.712
H 12.023 14.049 8.121
H 13.361 13.158 7.353
H 13.699 14.508 8.456
H 14.028 12.253 9.566
H 12.468 11.750 9.023
H 11.422 13.408 10.677
H 12.932 14.106 11.093
C 20.477 15.070 15.731
C 19.425 15.944 16.301
C 19.112 17.117 15.417
C 18.697 16.758 14.020
N 18.423 16.579 12.886
H 20.147 14.554 14.789
H 20.786 14.198 16.338
H 21.425 15.629 15.498
H 19.660 16.409 17.259
H 18.530 15.372 16.587
H 20.003 17.776 15.200
H 18.328 17.815 15.790
C 16.401 9.017 11.016
C 15.757 8.949 9.657
C 14.225 8.720 9.737
C 13.706 7.571 10.420
N 13.275 6.655 11.028
H 15.800 9.595 11.748
H 17.450 9.320 10.942
H 16.385 8.015 11.479
H 16.251 8.187 9.017
H 15.792 9.893 9.186
H 13.815 8.746 8.761
H 13.716 9.629 10.203
C 21.512 11.655 15.353
C 21.842 10.291 14.727
C 20.562 9.587 14.190
C 19.808 10.475 13.309
N 19.425 11.267 12.575
H 20.795 11.428 16.164
H 20.863 12.226 14.659
H 22.319 12.250 15.795
H 22.324 9.653 15.453
H 22.489 10.481 13.898
H 19.867 9.301 15.000
H 20.921 8.713 13.618
C 17.268 13.176 14.987
C 15.892 12.786 14.517
C 15.072 13.931 14.070
C 15.309 15.102 14.891
N 15.600 15.972 15.590
H 17.782 13.833 14.257
H 17.891 12.287 15.029
H 17.334 13.651 15.952
H 15.457 12.319 15.429
H 16.012 12.049 13.712
H 14.016 13.656 14.175
H 15.309 14.234 13.055
C 13.999 20.215 18.610
C 14.063 20.376 17.099
C 15.148 19.487 16.478
C 16.454 19.604 17.130
N 17.485 19.731 17.665
H 14.773 20.832 19.058
H 14.157 19.178 18.951
H 13.015 20.508 19.024
H 14.352 21.435 16.842
H 13.106 20.126 16.658
H 15.199 19.699 15.433
H 14.783 18.492 16.719
C 11.861 14.093 18.656
O 11.602 15.140 18.102
N 12.659 13.015 18.290
C 13.336 12.979 17.025
C 12.835 11.854 19.164
H 11.355 13.793 19.580
H 13.102 13.941 16.529
H 12.907 12.099 16.465
H 14.414 12.916 17.023
H 13.931 11.790 19.440
H 12.373 11.905 20.133
H 12.519 10.938 18.654
C 16.069 16.266 8.728
O 14.940 16.687 9.004
N 16.718 15.535 9.570
C 18.192 15.335 9.488
C 16.105 15.361 10.874
H 16.542 16.337 7.760
H 18.444 14.369 9.868
H 18.712 16.030 10.090
H 18.419 15.401 8.432
H 16.635 14.656 11.450
H 16.127 16.299 11.350
H 15.084 14.985 10.778
*
```

Its largest force on an atom is 0.102 hartree/bohr. As for the gap between HOMO and LUMO: 0.362 Eh.

Density functional theory data (ωB97M-V/def2-TZVPD) for a 2-piece molecular cluster, C4H12 overall.

```
! RIJCOSX wB97M-V def2-TZVPD def2/J DEFGRID3
* xyz 0 1
C 0.870 -1.192 -1.293
C 1.751 -1.827 -0.247
H -0.136 -1.677 -1.178
H 0.634 -0.147 -1.241
H 1.258 -1.416 -2.258
H 1.971 -1.127 0.625
H 1.045 -2.690 0.031
H 2.678 -2.023 -0.739
C -0.679 1.541 1.215
C -1.936 1.444 0.342
H -0.916 1.839 2.260
H 0.166 0.769 1.178
H 0.048 2.295 0.917
H -1.809 0.607 -0.261
H -2.197 2.280 -0.432
H -2.781 1.502 0.997
*
```

Its largest force on an atom is 0.052 hartree/bohr. As for the gap between HOMO and LUMO: 0.446 Eh.

Density functional theory data (ωB97M-V/def2-TZVPD) for C13H15N4Pr as an isolated structure.

```
! RIJCOSX wB97M-V def2-TZVPD def2/J DEFGRID3
* xyz 2 3
C 2.692 2.239 1.257
C 2.623 1.230 2.127
H 1.867 2.969 1.188
H 3.471 2.272 0.489
H 3.355 0.427 2.104
H 1.758 1.132 2.793
Pr 0.647 0.110 -0.585
C 2.399 -0.460 -2.496
C 3.208 -0.623 -1.318
C 1.598 -2.275 -1.338
C 1.418 -1.496 -2.524
H 4.079 -0.025 -1.040
H 3.156 -2.168 0.297
H 1.036 -3.165 -1.057
C 2.705 -1.737 -0.599
H 0.613 -1.599 -3.256
H 2.546 0.313 -3.248
N -2.983 1.285 1.648
C -2.370 2.220 2.491
C -1.040 2.170 2.208
N -0.827 1.235 1.183
C -2.037 0.699 0.876
C -2.312 -0.358 -0.117
N -1.379 -1.040 -0.831
C -2.056 -1.950 -1.656
C -3.398 -1.813 -1.424
N -3.526 -0.812 -0.451
H -3.985 1.093 1.639
H -2.924 2.808 3.205
H -0.225 2.734 2.640
H -1.483 -2.584 -2.312
H -4.225 -2.343 -1.850
H -4.400 -0.490 -0.042
*
```

Its largest force on an atom is 0.046 hartree/bohr. As for the expectation value of S²: 2.005. As for the gap between HOMO and LUMO (alpha / beta): 0.306 / 0.308 Eh.

Density functional theory data (ωB97M-V/def2-TZVPD) for one molecule with the formula C4H9N3O.

```
! RIJCOSX wB97M-V def2-TZVPD def2/J DEFGRID3
* xyz 0 1
C 2.855 -0.120 0.354
C 1.456 0.008 -0.112
O 1.142 0.913 -0.838
N 0.740 -1.106 0.094
C -0.530 -1.022 -0.041
N -1.438 -0.004 0.038
C -1.123 1.344 0.467
N -2.709 -0.500 -0.134
H 3.058 1.098 0.336
H 2.930 -0.701 1.467
H 3.672 -0.678 -0.365
H -1.113 -1.971 -0.333
H -2.242 1.926 0.422
H -0.422 1.883 -0.225
H -0.721 1.401 1.628
H -3.149 0.080 -0.878
H -3.240 -0.321 0.666
*
```

Its largest force on an atom is 0.080 hartree/bohr. As for the gap between HOMO and LUMO: 0.371 Eh.

Density functional theory data (ωB97M-V/def2-TZVPD) for C6H18Br2MnO3 as an isolated structure.

```
! RIJCOSX wB97M-V def2-TZVPD def2/J DEFGRID3
* xyz 0 6
Mn 13.357 9.480 19.119
Br 11.686 9.140 21.200
Br 12.200 8.081 17.269
C 15.322 9.620 15.374
C 15.568 9.221 16.816
O 14.899 10.142 17.711
H 15.697 10.634 15.199
H 14.257 9.582 15.145
H 15.813 8.953 14.665
H 16.639 9.257 17.031
H 15.173 8.225 16.995
H 15.300 11.013 17.631
C 16.614 11.345 20.339
C 15.212 11.902 20.399
O 14.228 10.873 20.638
H 16.877 10.911 21.307
H 17.358 12.106 20.101
H 16.710 10.537 19.613
H 14.915 12.362 19.453
H 15.108 12.677 21.160
H 14.134 10.740 21.588
C 10.378 12.729 18.483
C 11.722 12.374 19.072
O 12.322 11.244 18.408
H 10.439 13.064 17.444
H 9.912 13.532 19.057
H 9.676 11.894 18.508
H 11.650 12.165 20.137
H 12.394 13.238 18.972
H 12.132 11.320 17.466
*
```

Its largest force on an atom is 0.036 hartree/bohr. As for the expectation value of S²: 8.754. As for the gap between HOMO and LUMO (alpha / beta): 0.295 / 0.302 Eh.